*w*
27
Properties=species:S:1:pos:R:3 method="wB97M-V/def2-TZVPD" molar_mass_da=152.2 smiles=CCc1ccc(O)cc1.CC homo_ev=-8.7 orbital_gap_ev=9.53
C -2.8970 -2.1461 1.5226
C -1.5532 -1.3945 1.3907
C -1.0673 -0.9771 0.0204
C -0.3981 0.2143 -0.0521
C 0.1093 0.6806 -1.2804
C 0.1695 -0.2284 -2.3236
O 0.9441 0.1927 -3.3932
C -0.3674 -1.5164 -2.2516
C -1.1008 -1.8160 -1.1093
H -2.7853 -3.0925 2.0434
H -3.2961 -2.1977 0.5047
H -3.6571 -1.5702 2.0530
H -1.7205 -0.4859 1.9721
H -0.7809 -1.9436 1.9323
H -0.2764 0.8090 0.8472
H 0.5945 1.6170 -1.5158
H 0.5053 0.1770 -4.2464
H -0.5460 -2.2633 -3.0155
H -1.7474 -2.6851 -1.0438
C 2.0032 2.9577 3.3308
C 3.4026 2.9603 2.6269
H 1.6137 3.9764 3.4109
H 1.3415 2.6531 2.5029
H 1.9104 2.2869 4.1675
H 3.8653 3.8882 2.9588
H 3.4738 3.0154 1.5486
H 3.8568 2.0255 2.9658



*x*
27
Properties=species:S:1:pos:R:3 method="wB97M-V/def2-TZVPD" molar_mass_da=152.2 smiles=Cc1ccc(O)cc1.CCC homo_ev=-8.4 orbital_gap_ev=9.21
C 1.6632 -1.2446 -2.8959
C 1.5123 -0.8126 -1.4327
C 1.2759 0.5523 -1.2733
C 1.2941 1.1762 -0.0530
C 1.7798 0.4655 1.1215
O 2.0910 1.2305 2.1597
C 1.9570 -0.9071 1.0465
C 1.8142 -1.5226 -0.2274
H 1.3661 -0.4166 -3.6618
H 1.0784 -2.2005 -3.0932
H 2.6184 -1.5080 -3.0960
H 1.3155 1.1135 -2.2033
H 1.0100 2.4265 0.1524
H 1.4392 1.8808 2.0602
H 2.2626 -1.5985 1.7606
H 1.9028 -2.5844 -0.2594
C -2.3679 1.5653 0.2576
C -2.8468 0.4791 1.3083
C -2.0993 -0.8642 1.2544
H -2.4520 2.5785 0.6390
H -2.8366 1.3575 -0.6544
H -1.3156 1.3966 0.1161
H -2.6920 0.8713 2.3010
H -3.8851 0.3712 1.0489
H -2.2515 -1.4675 0.2713
H -1.0260 -0.6890 1.4047
H -2.6079 -1.6491 1.9480



*y*
27
Properties=species:S:1:pos:R:3 method="wB97M-V/def2-TZVPD" molar_mass_da=152.2 smiles=CCc1ccc(O)cc1.CC homo_ev=-8.4 orbital_gap_ev=9.33
C 0.9597 0.4172 1.7654
C -0.2577 -0.8418 1.6514
C -1.3210 -0.2546 0.8443
C -1.4273 -0.4167 -0.5178
C -2.2617 0.4018 -1.4384
C -3.0966 1.2705 -0.9048
O -3.7404 2.2020 -1.6985
C -3.2460 1.3578 0.5343
C -2.3779 0.5803 1.2657
H 1.7623 -0.0868 2.3328
H 0.7015 1.2542 2.3187
H 1.2478 0.7067 0.8299
H 0.1821 -1.6114 1.0728
H -0.5268 -1.1697 2.6407
H -0.8718 -1.1851 -1.0114
H -2.2258 0.2119 -2.5227
H -3.8857 2.0029 -2.6133
H -4.0073 2.0484 1.0284
H -2.5464 0.4392 2.3143
C 3.6608 -1.5669 -0.9291
C 3.0166 -0.2475 -1.1765
H 3.1790 -2.3094 -1.4875
H 4.8346 -1.3550 -0.7769
H 3.5062 -1.9594 0.1942
H 2.1455 -0.1182 -0.5811
H 2.8549 -0.3410 -2.2499
H 3.7416 0.5706 -0.8849



*z*
27
Properties=species:S:1:pos:R:3 method="wB97M-V/def2-TZVPD" molar_mass_da=152.2 smiles=Cc1ccc(O)cc1.CCC homo_ev=-8.4 orbital_gap_ev=9.14
C -2.5215 0.1728 0.1334
C -1.2702 0.3892 0.8600
C -0.2532 -0.5492 0.6706
C 0.9402 -0.3868 1.3705
C 1.0406 0.6569 2.3533
O 2.2261 0.9788 3.0281
C 0.1044 1.6959 2.3185
C -1.1300 1.4880 1.6744
H -2.8376 1.1133 -0.3585
H -3.2605 -0.3472 0.6013
H -2.2986 -0.5524 -0.6734
H -0.6416 -1.3665 0.0518
H 1.9195 -0.8880 1.1496
H 2.9818 0.2755 2.9834
H 0.1122 2.5662 2.9073
H -1.8581 2.1483 1.9762
C 1.4505 -1.3654 -3.9131
C 0.2965 -1.4250 -2.9565
C -1.0513 -0.9016 -3.4269
H 2.2011 -2.0923 -3.5865
H 0.9976 -1.2299 -4.8951
H 2.2242 -0.7426 -3.6625
H 0.7278 -0.8208 -2.0388
H 0.2680 -2.4138 -2.5405
H -0.9979 -0.9886 -4.5538
H -1.1552 0.1738 -3.2678
H -1.8279 -1.3150 -2.8227



Here is how they stack up, most stable first: *w*, *x*, *y*, *z*.



*w*
13
Properties=species:S:1:pos:R:3 method="wB97M-V/def2-TZVPD" charge=+1 molar_mass_da=94.2 smiles=CO[C@@H]([NH3+])S homo_ev=-14.4 orbital_gap_ev=10.51
C 1.4417 -0.3769 1.3716
O 0.0530 -0.3686 0.8162
C -0.1265 0.0146 -0.4734
N -1.4919 -0.2653 -0.8508
S 0.2450 1.8337 -0.9854
H 2.0663 0.5250 1.0595
H 1.9806 -1.2282 0.7804
H 1.4850 -0.7084 2.4017
H 0.5896 -0.7451 -1.2783
H -1.6415 -0.1935 -1.9352
H -2.0453 0.4829 -0.3119
H -1.8960 -1.1526 -0.5056
H -0.6600 2.1822 -0.0888



*x*
13
Properties=species:S:1:pos:R:3 method="wB97M-V/def2-TZVPD" charge=+1 molar_mass_da=94.2 homo_ev="-14.6 / -14.6" orbital_gap_ev="8.53 / 8.53"
C 1.5871 0.1526 -0.9220
C -1.2356 1.4620 0.8888
N -0.1116 -1.5832 0.5603
O -0.9177 -0.6309 -1.7242
S -0.1091 -0.3295 -0.5489
H 1.4953 1.1114 -1.4115
H 2.1044 -0.6735 -1.6090
H 2.0803 0.1669 0.0705
H -1.0110 0.9348 1.7228
H -2.1851 0.9425 0.5014
H -1.0008 2.4554 0.6343
H -0.6407 -2.3693 0.3134
H -0.0556 -1.6392 1.5241



Here is how they stack up, most stable first: *w*, *x*.